Formula: C37H90F7N8O8
Source: the OMol25 dataset
Level of theory: ωB97M-V/def2-TZVPD

- HOMO (eV) = -2.8
- M (g/mol) = 908.16
- gap between HOMO and LUMO (eV) = 4.58
- 2S+1 = 1
- energy (Ha) = -3202.36753
- net charge = -1
- largest force on an atom (Eh/bohr) = 0.1207

CARTESIAN COORDINATES (ANGSTROEM)
C -6.936 -0.857 -4.856
C -5.717 -1.081 -3.733
C -4.592 -2.019 -4.494
C -6.343 -1.744 -2.368
C -5.496 -3.052 -1.820
C -6.449 -0.629 -1.127
O -5.041 -0.341 -0.739
N -4.982 0.995 -0.438
C -3.696 1.459 -1.153
F -4.178 2.070 -2.441
F -2.872 0.244 -1.349
C -2.994 2.641 -0.260
F -3.031 3.948 -0.959
F -3.798 2.727 1.017
C -1.450 2.339 0.203
F -0.915 3.640 0.753
F -1.422 1.384 1.365
F -0.528 1.961 -0.897
H -7.284 -1.946 -5.150
H -6.516 -0.351 -5.842
H -7.795 -0.172 -4.449
H -5.286 -0.032 -3.440
H -4.433 -1.530 -5.568
H -4.958 -3.141 -4.617
H -3.525 -1.976 -3.974
H -7.439 -2.129 -2.619
H -5.655 -4.023 -2.454
H -5.776 -3.182 -0.671
H -4.327 -2.819 -1.834
H -7.015 0.354 -1.482
H -6.978 -1.145 -0.216
C -5.716 7.962 1.582
C -5.332 6.760 0.723
C -6.548 6.024 0.114
O -7.251 5.188 1.038
C -8.190 5.874 1.852
N -4.494 5.851 1.518
H -6.111 7.672 2.560
H -4.837 8.591 1.770
H -6.465 8.582 1.079
H -4.729 7.141 -0.111
H -6.176 5.350 -0.668
H -7.235 6.721 -0.381
H -8.674 6.699 1.321
H -7.704 6.236 2.760
H -8.961 5.159 2.154
H -4.165 5.098 0.913
H -5.110 5.374 2.183
C 2.157 -2.631 -3.532
C 1.479 -1.733 -4.564
C -0.044 -1.580 -4.344
O -0.814 -2.711 -4.765
C -0.875 -3.764 -3.815
N 1.781 -2.239 -5.911
H 1.960 -3.693 -3.704
H 3.245 -2.499 -3.571
H 1.828 -2.380 -2.518
H 1.925 -0.736 -4.465
H -0.391 -0.742 -4.962
H -0.277 -1.315 -3.306
H -0.889 -3.394 -2.786
H -0.040 -4.451 -3.964
H -1.797 -4.326 -3.992
H 1.404 -1.585 -6.598
H 1.220 -3.085 -6.050
C -0.226 -0.999 2.438
C -0.240 -2.429 2.972
C 0.746 -2.661 4.140
O 2.114 -2.782 3.739
C 2.780 -1.544 3.544
N 0.014 -3.357 1.860
H 0.653 -0.787 1.823
H -1.105 -0.821 1.806
H -0.255 -0.274 3.257
H -1.250 -2.620 3.353
H 0.492 -3.619 4.610
H 0.635 -1.897 4.919
H 2.439 -0.775 4.244
H 2.650 -1.208 2.513
H 3.850 -1.706 3.704
H -0.086 -4.313 2.204
H 1.010 -3.289 1.628
C -12.240 3.212 -4.723
C -12.254 1.782 -4.189
C -11.267 1.550 -3.021
O -9.899 1.429 -3.422
C -9.234 2.667 -3.617
N -12.000 0.854 -5.301
H -11.361 3.424 -5.337
H -13.119 3.390 -5.355
H -12.268 3.937 -3.904
H -13.264 1.591 -3.807
H -11.522 0.592 -2.550
H -11.378 2.314 -2.242
H -9.575 3.436 -2.917
H -9.363 3.004 -4.647
H -8.163 2.505 -3.457
H -12.100 -0.102 -4.957
H -11.004 0.922 -5.532
C 5.218 -2.532 -1.311
C 5.231 -2.512 0.216
C 6.497 -3.151 0.830
O 6.502 -4.582 0.810
C 6.925 -5.149 -0.421
N 4.006 -3.156 0.712
H 4.995 -3.522 -1.718
H 4.448 -1.851 -1.693
H 6.181 -2.204 -1.716
H 5.213 -1.459 0.523
H 6.534 -2.872 1.891
H 7.412 -2.752 0.375
H 7.702 -4.552 -0.907
H 6.070 -5.279 -1.086
H 7.333 -6.143 -0.213
H 3.976 -3.059 1.728
H 4.115 -4.165 0.570
C 8.446 2.941 2.334
C 8.830 1.739 1.475
C 7.614 1.003 0.866
O 6.911 0.167 1.790
C 5.972 0.853 2.604
N 9.668 0.830 2.270
H 8.050 2.651 3.312
H 9.325 3.570 2.522
H 7.697 3.560 1.831
H 9.433 2.120 0.641
H 7.986 0.329 0.084
H 6.927 1.700 0.371
H 5.488 1.678 2.073
H 6.457 1.214 3.512
H 5.200 0.138 2.907
H 9.997 0.076 1.665
H 9.052 0.353 2.935
C 12.495 -1.663 6.782
C 11.818 -0.765 5.750
C 10.295 -0.613 5.970
O 9.525 -1.744 5.550
C 9.464 -2.797 6.499
N 12.120 -1.272 4.403
H 12.299 -2.725 6.611
H 13.583 -1.532 6.744
H 12.167 -1.413 7.796
H 12.264 0.232 5.849
H 9.947 0.225 5.352
H 10.062 -0.348 7.008
H 9.449 -2.427 7.528
H 10.299 -3.483 6.350
H 8.541 -3.359 6.322
H 11.742 -0.618 3.717
H 11.559 -2.118 4.264

Atom charges from the Mulliken analysis, given in e for atoms 1 to 99: -1.2361, 1.1201, -1.1574, 0.2301, -1.0393, -0.4345, 0.0001, -0.7644, 0.6371, -0.3876, -0.3262, 0.6330, -0.3131, -0.2787, 0.5401, -0.2920, -0.2206, -0.2330, 0.3236, 0.3388, 0.1587, -0.2043, 0.3553, 0.1882, 0.0740, 0.2186, 0.2899, 0.3361, 0.1048, 0.0970, 0.2912, -1.5407, 0.3980, -0.6729, -0.3281, -0.7414, -0.7313, 0.2771, 0.3831, 0.3465, 0.4123, 0.3533, 0.4281, 0.3323, 0.2344, 0.2375, 0.2060, 0.3476, -1.3718, 0.5533, -0.6567, -0.4067, -0.7744, -0.8105, 0.1930, 0.2679, 0.3796, 0.3844, 0.3364, 0.3496, 0.3241, 0.3031, 0.2938, 0.2826, 0.3528, -1.3070, 0.4822, -0.8109, -0.3724, -0.7645, -0.6810, 0.1417, 0.2914, 0.3276, 0.4461, 0.3294, 0.4172, 0.3433, 0.2895, 0.2854, 0.2711, 0.2584, -1.3930, 0.3631, -0.7632, -0.2034, -0.7911, -0.7677, 0.2738, 0.3461, 0.3436, 0.4012, 0.3092, 0.3974, 0.3535, 0.2564, 0.2634, 0.2769, 0.3351